No. 1
{
  "formula": "C5H12O2",
  "method": "wB97M-V/def2-TZVPD",
  "e_above_lowest_ev": 1.1257,
  "smiles": "CC(C)CC=O.O",
  "multiplicity": 1,
  "gap_ev": 10.6,
  "fmax_ha_per_bohr": 0.0345,
  "species": ["C", "C", "C", "C", "C", "O", "H", "H", "H", "H", "H", "H", "H", "H", "H", "H", "O", "H", "H"],
  "positions_angstrom": [[0.660328, 0.887808, -1.151022], [0.067537, 0.976016, 0.237958], [-0.313246, 2.414205, 0.585570], [-1.168781, 0.074530, 0.420110], [-0.794494, -1.369082, 0.244969], [-0.750956, -2.178217, 1.120069], [1.518928, 1.524979, -1.368972], [-0.117993, 1.201867, -1.854878], [1.059563, -0.102060, -1.366028], [0.837237, 0.714099, 0.976800], [-0.910003, 2.487212, 1.497077], [0.458077, 3.179969, 0.575944], [-1.031110, 2.740243, -0.186059], [-2.011447, 0.398405, -0.192956], [-1.485799, 0.181954, 1.462166], [-0.472638, -1.614028, -0.774454], [1.465800, -4.205306, 0.061120], [1.614158, -3.403459, 0.544394], [1.374835, -3.909144, -0.831813]],
  "atomic_forces_ev_per_a": [[0.123, 0.100, -0.533], [0.713, 0.818, 0.696], [-1.513, 0.323, -0.865], [0.316, 0.139, 1.211], [-0.105, 0.814, -0.695], [-0.023, -0.457, 0.636], [-0.078, 0.384, 0.542], [0.122, -0.417, -0.244], [-0.425, -0.206, -0.222], [-0.171, -0.477, -0.090], [0.389, -0.108, 0.245], [0.416, -0.354, 0.153], [0.124, 0.067, 0.016], [0.168, -0.120, -0.395], [-0.106, -0.025, -0.063], [0.040, -0.395, -0.365], [0.151, -0.766, 0.278], [-0.019, 0.568, 0.627], [-0.123, 0.111, -0.931]]
}

---

No. 2
{
  "formula": "ClH2NOS2",
  "method": "wB97M-V/def2-TZVPD",
  "e_above_lowest_ev": 2.2504,
  "smiles": "O=[S@H](=S)NCl",
  "multiplicity": 1,
  "gap_ev": 9.5,
  "fmax_ha_per_bohr": 0.0605,
  "species": ["O", "S", "S", "N", "Cl", "H", "H"],
  "positions_angstrom": [[0.579237, -1.641402, -0.355220], [0.664979, -0.283004, 0.146432], [1.408768, 0.183457, 1.823034], [-0.872603, 0.278942, 0.156385], [-1.733305, 0.142423, -1.434378], [1.282292, 0.422465, -1.147283], [-1.329367, 0.897119, 0.811029]],
  "atomic_forces_ev_per_a": [[0.427, 0.712, 0.660], [0.574, -0.111, -2.923], [-0.037, 0.053, -0.354], [-1.252, -0.277, -2.126], [0.973, 0.269, 1.982], [-1.130, -0.845, 2.773], [0.445, 0.199, -0.012]]
}

---

No. 3
{
  "formula": "C38H30AsCl5MgNO3PS",
  "method": "wB97M-V/def2-TZVPD",
  "e_above_lowest_ev": 0.0811,
  "multiplicity": 1,
  "gap_ev": 8.2,
  "fmax_ha_per_bohr": 0.0034,
  "species": ["Mg", "Cl", "C", "C", "C", "Cl", "C", "Cl", "C", "Cl", "C", "Cl", "N", "C", "C", "C", "C", "C", "C", "S", "O", "O", "O", "H", "H", "H", "H", "H", "H", "C", "C", "As", "C", "C", "C", "C", "C", "C", "C", "C", "C", "C", "C", "C", "P", "C", "C", "C", "C", "C", "C", "C", "C", "C", "C", "C", "C", "H", "H", "H", "H", "H", "H", "H", "H", "H", "H", "H", "H", "H", "H", "H", "H", "H", "H", "H", "H", "H", "H", "H", "H"],
  "positions_angstrom": [[-0.671166, -2.489064, 1.838779], [2.070359, -5.030103, 1.504408], [0.529478, -5.323068, 0.747454], [-0.475626, -4.389209, 0.933548], [-1.688016, -4.696559, 0.349721], [-2.995469, -3.538627, 0.637923], [-1.940961, -5.827907, -0.412960], [-3.484460, -6.114460, -1.112854], [-0.892255, -6.728173, -0.595014], [-1.136424, -8.142698, -1.538547], [0.350902, -6.482087, -0.005479], [1.634667, -7.605756, -0.217519], [-1.671821, -3.565274, 3.931715], [-0.923246, -2.390383, 4.149075], [0.476346, -2.435101, 4.136165], [1.207592, -1.245252, 4.191488], [0.563751, -0.020688, 4.245055], [-0.825956, 0.022131, 4.200337], [-1.569864, -1.145757, 4.127961], [1.481869, 1.525299, 4.391552], [1.066758, 2.259454, 3.196305], [0.996664, 2.083237, 5.630572], [2.870899, 1.110121, 4.371087], [-1.223566, -4.421251, 4.224238], [-2.632091, -3.518214, 4.238503], [0.986144, -3.392924, 4.118605], [2.290188, -1.262122, 4.201416], [-1.322184, 0.984632, 4.227615], [-2.653672, -1.108180, 4.100416], [-0.369896, 1.169964, 0.697737], [0.360352, 2.222163, -0.127008], [-0.675326, 3.904423, -0.173799], [0.441125, 4.747119, -1.540960], [1.757365, 5.035744, -1.181716], [2.620686, 5.638533, -2.083826], [2.172449, 5.976838, -3.353488], [0.859468, 5.711447, -3.711685], [-0.002855, 5.098307, -2.810996], [-2.147925, 3.254588, -1.288148], [-1.987106, 2.390121, -2.370427], [-3.084513, 1.971676, -3.108258], [-4.359800, 2.408080, -2.771879], [-4.533689, 3.262034, -1.693798], [-3.431933, 3.679521, -0.956883], [0.121521, -0.554094, 0.367877], [-0.219638, -0.795327, -1.400759], [0.728048, -0.497790, -2.379765], [0.403939, -0.621865, -3.721880], [-0.862992, -1.050210, -4.097544], [-1.809392, -1.349102, -3.129159], [-1.488681, -1.218386, -1.786146], [1.917869, -0.717527, 0.534962], [2.539537, -1.840190, -0.018820], [3.889076, -2.059341, 0.195173], [4.620366, -1.174643, 0.980366], [4.000960, -0.073561, 1.550177], [2.650892, 0.162751, 1.324425], [-1.447469, 1.174827, 0.492818], [-0.227619, 1.372350, 1.762135], [0.554549, 1.896328, -1.149416], [1.315059, 2.467547, 0.336480], [2.113072, 4.792889, -0.185588], [3.641471, 5.850756, -1.792486], [2.843082, 6.451690, -4.057940], [0.501476, 5.981829, -4.697216], [-1.024733, 4.895000, -3.106090], [-0.998855, 2.043853, -2.654409], [-2.941235, 1.304469, -3.948808], [-5.214839, 2.082695, -3.350800], [-5.524668, 3.605382, -1.425584], [-3.571165, 4.345522, -0.112903], [1.720269, -0.173302, -2.092262], [1.143601, -0.386128, -4.475790], [-1.109258, -1.154245, -5.146389], [-2.797674, -1.684695, -3.415572], [-2.235621, -1.447146, -1.035704], [1.968914, -2.542944, -0.617301], [4.366300, -2.929216, -0.237475], [5.672719, -1.355917, 1.157752], [4.543452, 0.600695, 2.198501], [2.180400, 1.014449, 1.798719]],
  "atomic_forces_ev_per_a": [[0.037, -0.168, 0.005], [0.005, 0.000, 0.004], [-0.006, 0.007, -0.024], [-0.003, 0.043, -0.003], [0.018, -0.010, -0.004], [-0.009, 0.035, 0.001], [-0.002, 0.002, -0.003], [-0.002, -0.001, -0.001], [0.004, -0.003, -0.003], [-0.002, -0.003, 0.003], [0.002, 0.002, 0.010], [-0.004, -0.002, -0.001], [-0.009, 0.027, -0.018], [-0.010, 0.052, -0.023], [0.002, 0.062, -0.043], [-0.007, -0.002, 0.002], [-0.005, 0.005, 0.004], [0.019, -0.011, 0.002], [-0.028, -0.012, 0.026], [0.032, 0.010, 0.015], [-0.019, 0.010, 0.007], [-0.015, -0.004, 0.003], [-0.013, -0.016, -0.019], [0.007, 0.004, -0.002], [0.003, -0.013, 0.008], [0.001, 0.001, 0.001], [0.002, 0.003, 0.007], [-0.004, 0.001, 0.006], [0.001, 0.007, 0.015], [0.003, 0.027, -0.008], [0.021, -0.004, 0.055], [-0.001, 0.008, -0.021], [0.026, -0.013, 0.019], [0.003, 0.000, -0.006], [-0.002, 0.005, 0.007], [-0.004, 0.000, -0.003], [0.002, 0.007, -0.002], [-0.015, -0.003, 0.008], [-0.015, 0.000, -0.015], [0.021, 0.009, 0.000], [0.001, 0.005, -0.004], [-0.003, -0.003, 0.005], [0.000, -0.002, -0.001], [0.007, -0.010, 0.000], [0.008, -0.027, 0.052], [0.004, -0.006, -0.008], [-0.003, 0.004, 0.004], [-0.008, 0.001, -0.002], [0.002, -0.004, 0.003], [0.004, -0.007, 0.004], [0.002, -0.008, 0.001], [0.006, -0.009, 0.003], [-0.008, 0.008, -0.008], [0.003, -0.004, 0.003], [0.005, -0.008, 0.002], [-0.008, -0.002, 0.004], [0.010, -0.019, -0.002], [0.002, -0.013, -0.008], [-0.009, 0.000, -0.004], [-0.028, 0.023, -0.011], [0.005, -0.028, -0.003], [0.010, 0.004, -0.008], [0.000, 0.000, 0.001], [0.001, 0.001, -0.001], [-0.002, -0.001, -0.001], [-0.005, -0.007, -0.002], [-0.010, 0.009, -0.003], [-0.005, 0.006, 0.002], [-0.002, 0.001, -0.001], [-0.002, 0.001, 0.000], [-0.005, 0.005, -0.002], [-0.002, 0.001, -0.003], [0.001, 0.000, -0.001], [-0.001, 0.000, -0.003], [-0.002, 0.003, 0.000], [-0.001, 0.003, -0.007], [0.003, 0.000, 0.001], [-0.001, 0.000, 0.000], [0.002, 0.001, -0.001], [0.008, 0.007, -0.001], [-0.012, 0.017, -0.007]]
}

---

No. 4
{
  "formula": "C4H10N2O2",
  "method": "wB97M-V/def2-TZVPD",
  "e_above_lowest_ev": 2.2587,
  "smiles": "CC(N)=O.CC(N)=O",
  "multiplicity": 1,
  "gap_ev": 10.3,
  "fmax_ha_per_bohr": 0.1250,
  "species": ["C", "C", "N", "O", "H", "H", "H", "H", "H", "C", "C", "N", "O", "H", "H", "H", "H", "H"],
  "positions_angstrom": [[-0.571570, -0.113334, -1.946905], [-1.397237, 0.928743, -1.404318], [-2.553116, 0.501878, -0.580919], [-1.171502, 2.145775, -1.462321], [-0.471310, -0.974079, -1.255366], [0.517952, 0.139817, -2.064727], [-0.909373, -0.410024, -2.880460], [-3.084509, 1.016887, 0.172300], [-2.487968, -0.411836, -0.356082], [1.401759, -1.069887, 2.162055], [1.761290, -0.358348, 0.914447], [0.874458, 0.557493, 0.439477], [2.668652, -0.431315, 0.104757], [1.444562, -2.105967, 2.131337], [0.453509, -0.685049, 2.644622], [2.307888, -0.966684, 2.893057], [1.092350, 1.145415, -0.359835], [0.124165, 1.090515, 0.848882]],
  "atomic_forces_ev_per_a": [[2.971, -1.701, 1.015], [-2.855, 4.294, 3.841], [1.061, 3.093, -1.312], [-0.066, -2.223, -0.484], [-0.625, 0.275, -0.503], [-1.305, 0.445, -0.081], [-0.817, -0.808, -1.838], [1.447, -0.015, -1.823], [0.026, -3.623, 0.760], [1.560, 1.878, 2.796], [-0.720, 2.001, -2.834], [-2.502, 2.337, 0.363], [1.996, -2.289, 1.216], [-0.545, -2.055, -0.845], [1.232, -0.501, -0.632], [-1.610, 0.535, -1.015], [0.995, -0.835, 0.101], [-0.242, -0.807, 1.276]]
}